DFT (the ωB97M-V functional and the def2-TZVPD basis) results for 27 unconnected molecules or ions with the total composition C12H77BNO31 in a non-equilibrium geometry.

Last column: Löwdin charge in e.
CARTESIAN COORDINATES (ANGSTROEM)
C -0.92 -4.45 -0.38  -0.06
C -0.48 -2.84 -0.26  -0.37
C 0.70 -2.88 0.93  -0.07
C -1.64 -1.88 0.34  -0.02
C -2.64 -1.17 -0.80  -0.32
C -3.89 -2.20 -0.96  -0.11
C -4.64 -2.28 -2.40  -0.14
C -4.70 -3.82 -3.05  -0.23
O -6.06 -4.04 -3.60  -0.16
O -3.02 0.12 -0.12  -0.01
B -3.94 0.92 -0.93  -0.52
O -5.40 0.68 -0.75  0.05
O -3.53 1.94 -1.96  0.05
C -1.79 -0.77 -2.12  -0.03
C -0.65 -1.87 -2.59  -0.38
C -1.25 -3.06 -3.57  -0.05
C 0.36 -0.98 -3.60  -0.07
N 0.25 -2.35 -1.48  -0.09
O 1.11 -1.37 -1.14  -0.08
H -0.06 -5.04 -0.91  0.11
H -1.12 -4.91 0.71  0.09
H -1.90 -4.62 -1.00  0.05
H 0.35 -3.64 1.77  0.09
H 1.72 -3.31 0.50  0.10
H 0.84 -1.84 1.46  0.05
H -1.10 -0.98 0.91  0.12
H -2.31 -2.41 1.17  0.16
H -4.70 -1.88 -0.15  0.14
H -3.60 -3.31 -0.66  0.11
H -4.27 -1.56 -3.24  0.09
H -5.78 -2.00 -2.21  0.11
H -3.95 -3.84 -3.98  0.11
H -4.42 -4.65 -2.28  0.11
H -6.23 -5.03 -3.55  0.11
H -5.73 1.37 -0.09  0.12
H -3.25 2.73 -1.38  0.08
H -2.39 -0.49 -3.08  0.14
H -1.17 0.21 -1.84  0.15
H -1.92 -3.84 -3.03  0.06
H -1.73 -2.62 -4.57  0.11
H -0.29 -3.66 -3.95  0.11
H 0.53 0.11 -3.21  0.07
H -0.11 -0.92 -4.69  0.10
H 1.39 -1.56 -3.73  0.10
O -3.74 4.27 0.01  -0.04
H -4.64 4.46 0.32  0.07
H -3.72 4.60 -0.90  0.07
O -5.19 -1.55 -5.20  -0.06
H -5.73 -2.35 -5.14  0.03
H -5.68 -0.97 -5.80  0.05
O -8.61 -1.04 -1.13  -0.06
H -8.27 -1.77 -1.66  0.03
H -7.82 -0.56 -0.85  0.02
O 0.78 -0.02 2.96  -0.06
H -0.12 0.17 3.27  0.03
H 0.80 0.31 2.05  0.05
O -2.04 -7.10 0.35  -0.08
H -1.14 -7.29 0.66  0.04
H -2.55 -6.99 1.16  0.04
O 1.69 2.46 -2.90  -0.07
H 1.37 3.14 -2.30  0.04
H 2.00 1.76 -2.30  0.03
O 3.43 1.48 1.82  -0.06
H 3.00 1.70 2.66  0.02
H 3.14 0.57 1.64  0.03
O 2.06 -2.48 3.34  -0.08
H 1.78 -1.57 3.51  -0.01
H 3.02 -2.46 3.49  0.05
O 4.02 3.80 3.83  -0.06
H 3.85 4.65 3.42  0.05
H 4.40 3.26 3.12  0.00
O -9.13 -0.15 -4.48  -0.07
H -9.49 0.67 -4.11  0.02
H -8.72 -0.59 -3.73  0.01
O 5.97 6.06 3.81  -0.06
H 5.73 5.17 4.10  0.02
H 6.94 6.04 3.76  0.05
O 7.41 7.34 1.56  -0.06
H 6.51 7.53 1.87  0.05
H 7.42 7.66 0.65  0.06
O -2.13 1.00 2.76  -0.05
H -3.01 1.12 3.16  0.05
H -2.32 0.57 1.91  0.01
O 5.98 3.48 1.59  -0.06
H 6.00 2.67 1.07  0.05
H 6.66 4.04 1.17  0.04
O 6.57 8.17 6.33  -0.07
H 5.69 8.29 6.73  0.04
H 6.38 7.75 5.48  0.00
O 9.85 8.76 1.77  -0.06
H 9.21 8.05 1.60  -0.01
H 10.39 8.42 2.50  0.05
O 11.65 11.39 2.10  -0.07
H 11.01 10.68 1.93  0.00
H 12.19 11.05 2.83  0.03
O 3.98 -0.01 4.38  -0.05
H 3.50 0.24 5.18  0.05
H 4.86 0.39 4.49  0.05
O -11.75 1.32 -2.69  -0.07
H -12.39 0.61 -2.86  0.04
H -11.21 0.98 -1.96  0.03
O -2.04 5.73 1.92  -0.07
H -2.91 5.85 2.32  0.03
H -2.22 5.30 1.07  0.00
O 4.48 -1.02 -0.83  -0.05
H 4.63 -1.06 -1.78  0.06
H 3.52 -1.10 -0.74  0.01
O -1.13 -2.13 4.35  -0.06
H -1.37 -3.03 4.63  0.04
H -0.16 -2.16 4.29  0.01
O 3.99 -4.02 -0.95  -0.07
H 3.70 -3.11 -0.77  0.01
H 4.94 -3.99 -0.79  0.01
O -5.73 -5.21 0.12  -0.06
H -6.50 -4.92 -0.39  0.04
H -5.74 -6.18 0.03  0.04
O 6.04 -4.79 1.08  -0.06
H 5.41 -5.50 0.91  0.04
H 6.58 -5.13 1.81  0.04
O 5.88 -4.20 -3.44  -0.06
H 6.78 -4.40 -3.12  0.04
H 5.37 -4.09 -2.62  -0.01

Summary:
⟨S²⟩ ... 0.75
E_tot ... -2915.2478 hartree
M ... 742.5 g/mol
Frontier orbital gap (alpha / beta) ... 8.7 / 9.3 eV
Spin multiplicity ... 2

---

DFT (the ωB97M-V functional and the def2-TZVPD basis) results for a molecular structure, C12H7AuN3O8.

Last column: Löwdin charge in e.
CARTESIAN COORDINATES (ANGSTROEM)
Au -0.55 -0.91 0.41  1.20
O -3.75 -1.31 5.32  0.16
C -3.27 -0.09 5.20  -0.49
O -3.48 0.79 5.99  0.14
C -2.43 0.21 3.99  -0.02
C -1.88 1.46 3.77  0.04
N -1.18 1.40 2.62  0.06
N -1.25 0.17 2.09  -0.05
C -2.00 -0.56 2.91  -0.12
C -2.22 -1.99 2.52  -0.53
O -2.89 -2.72 3.21  0.13
O -1.64 -2.36 1.41  -0.11
H -3.48 -1.90 4.58  0.07
H -1.96 2.35 4.36  0.16
H -0.66 2.13 2.17  0.17
O 0.06 -2.22 -1.25  -0.01
C 0.75 -1.93 -2.21  -0.11
C 1.37 -0.62 -2.51  -0.07
C 2.10 -0.56 -3.66  0.09
C 2.73 0.64 -4.04  -0.04
C 2.64 1.81 -3.29  0.06
C 1.91 1.78 -2.13  0.10
C 1.24 0.57 -1.69  -0.28
O 0.59 0.64 -0.62  -0.04
N 3.52 0.66 -5.29  -0.34
O 4.04 1.71 -5.58  0.13
O 3.56 -0.38 -5.91  0.13
H 0.96 -2.72 -2.94  0.16
H 2.22 -1.43 -4.30  0.15
H 3.14 2.71 -3.63  0.14
H 1.80 2.66 -1.51  0.14

Summary:
Relative energy (zero: lowest compared OMol25 entry of this formula, charge and spin) ... 0.0 kJ/mol
Net charge ... +1
⟨S²⟩ ... 2.05
E_tot ... -1362.9570 hartree
M ... 518.2 g/mol
Frontier orbital gap (alpha / beta) ... 7.5 / 4.9 eV
Spin multiplicity ... 3

---

DFT (the ωB97M-V functional and the def2-TZVPD basis) results for a single C12H8BrN molecule in a non-equilibrium geometry.

Last column: Löwdin charge in e.
CARTESIAN COORDINATES (ANGSTROEM)
N 3.06 3.89 0.25  0.17
C 2.71 2.79 0.23  -0.22
C 2.24 1.50 0.22  -0.13
C 2.32 0.43 -0.56  0.02
C 1.45 -0.70 -0.05  -0.20
C 1.58 -0.52 1.48  -0.14
C 1.07 0.91 1.49  -0.67
Br 1.06 1.90 3.13  0.78
C -0.19 0.81 0.70  -0.22
C -1.38 1.50 0.74  -0.02
C -2.38 1.10 -0.14  -0.08
C -2.19 0.05 -1.01  -0.08
C -0.97 -0.61 -1.09  -0.02
C 0.03 -0.22 -0.23  -0.16
H 2.90 0.36 -1.47  0.13
H 1.68 -1.67 -0.47  0.15
H 0.91 -1.19 2.02  0.13
H 2.60 -0.63 1.84  0.13
H -1.53 2.31 1.43  0.10
H -3.33 1.60 -0.12  0.10
H -3.00 -0.26 -1.65  0.10
H -0.82 -1.42 -1.79  0.11

Summary:
SMILES ... N#CC1=C[C@H]2C[C@]1(Br)c1ccccc12
Relative energy (zero: lowest compared OMol25 entry of this formula, charge and spin) ... 0.0 kJ/mol
E_tot ... -3090.7939 hartree
M ... 246.1 g/mol
Frontier orbital gap ... 9.4 eV

---

DFT (the ωB97M-V functional and the def2-TZVPD basis) results for a molecular structure, C12H9AlN5S2.

Last column: Löwdin charge in e.
CARTESIAN COORDINATES (ANGSTROEM)
Al 0.15 0.16 0.11  0.04
S -1.12 -1.12 -1.12  0.79
C -1.65 -2.23 0.16  -0.62
C -2.51 -3.27 -0.20  -0.11
C -2.96 -4.17 0.75  -0.07
C -2.55 -4.05 2.07  -0.07
C -1.70 -3.03 2.44  -0.11
C -1.24 -2.11 1.49  -0.63
S -0.14 -0.83 2.03  0.77
H -2.83 -3.35 -1.23  0.11
H -3.64 -4.96 0.45  0.11
H -2.90 -4.75 2.82  0.11
H -1.37 -2.93 3.46  0.11
N 2.65 2.87 2.01  0.09
C 1.88 1.80 2.15  -0.07
N 1.38 1.52 0.95  0.05
C 1.90 2.47 0.13  -0.27
N 2.68 3.32 0.74  0.18
C 1.51 2.41 -1.27  -0.15
C 1.93 3.27 -2.27  -0.02
N 1.51 3.12 -3.52  0.14
C 0.68 2.11 -3.77  -0.05
C 0.26 1.23 -2.78  -0.06
N 0.68 1.39 -1.53  0.06
H 3.18 3.35 2.73  0.18
H 1.69 1.27 3.06  0.15
H 2.60 4.09 -2.04  0.14
H 0.35 1.99 -4.79  0.13
H -0.41 0.41 -3.00  0.07

Summary:
Net charge ... +1
E_tot ... -1775.1943 hartree
M ... 314.4 g/mol
Frontier orbital gap ... 6.3 eV

---

DFT (the ωB97M-V functional and the def2-TZVPD basis) results for a molecular structure, C12H9BiBrFN2Se2Te2.

Last column: Löwdin charge in e.
CARTESIAN COORDINATES (ANGSTROEM)
Bi 0.39 -0.01 -0.06  1.07
Se 2.89 1.25 -0.01  -0.30
Te 3.65 1.21 2.39  0.13
Te 2.33 -1.05 3.09  0.13
Se 0.08 -0.09 2.52  -0.20
Br -1.22 7.39 0.37  0.71
C -1.28 5.50 0.23  -0.70
C -0.11 4.77 0.19  -0.12
C -0.18 3.39 0.07  -0.06
C -1.39 2.71 -0.01  -0.28
C -2.56 3.48 0.05  -0.02
C -2.51 4.86 0.16  -0.13
N -1.40 1.30 -0.08  -0.21
C -2.53 0.68 -0.64  -0.37
C -2.78 -0.74 -0.19  -0.23
C -4.07 -1.25 -0.16  0.01
C -4.25 -2.57 0.21  -0.04
C -3.15 -3.34 0.54  -0.04
C -1.90 -2.75 0.49  -0.12
N -1.73 -1.48 0.13  -0.06
H 0.85 5.26 0.25  0.11
H 0.75 2.84 0.05  -0.02
H -3.54 3.02 0.02  0.10
H -3.42 5.43 0.20  0.10
H -3.44 1.25 -0.49  0.12
H -4.92 -0.63 -0.42  0.12
H -5.25 -3.00 0.25  0.11
H -3.25 -4.38 0.84  0.11
H -1.00 -3.30 0.75  0.12
F -2.40 0.58 -2.07  -0.03

Summary:
Relative energy (zero: lowest compared OMol25 entry of this formula, charge and spin) ... 43.5 kJ/mol
E_tot ... -8799.6467 hartree
M ... 902.2 g/mol
Frontier orbital gap ... 6.9 eV

---

DFT (the ωB97M-V functional and the def2-TZVPD basis) results for a single C12H9N3O2S molecule in a non-equilibrium geometry.

Last column: Löwdin charge in e.
CARTESIAN COORDINATES (ANGSTROEM)
N 0.35 -2.71 0.93  0.19
C -0.66 -1.99 0.79  -0.12
C -1.74 -1.21 0.62  -0.22
C -2.82 -1.52 -0.05  0.02
C -3.93 -0.53 -0.34  -0.01
C -3.71 0.70 0.29  -0.03
C -2.51 1.20 1.04  0.03
C -1.54 0.21 0.96  -0.17
C -0.28 0.72 1.67  -0.34
S 0.59 1.98 0.66  1.16
C 1.57 1.30 -0.25  -0.79
N 1.73 -0.24 0.04  0.10
C 2.63 -0.81 -0.86  -0.36
O 2.89 -2.21 -0.45  -0.07
C 3.60 -0.15 -1.51  0.05
C 3.39 1.37 -1.73  -0.47
O 4.15 1.98 -2.47  0.07
N 2.33 1.70 -1.03  0.09
H -2.83 -2.38 -0.40  0.04
H -4.79 -1.08 -0.70  0.11
H -4.64 1.10 -0.11  0.10
H -2.44 2.04 1.40  0.02
H 0.40 0.00 1.92  0.03
H -0.46 1.02 2.71  0.12
H 2.05 -2.54 0.10  0.07
H 4.24 -0.75 -2.27  0.14
H 2.41 2.79 -0.97  0.22

Summary:
SMILES ... N#Cc1ccccc1CSc1nc(O)cc(=O)[nH]1
Relative energy (zero: lowest compared OMol25 entry of this formula, charge and spin) ... 696.8 kJ/mol
E_tot ... -1175.2757 hartree
M ... 259.3 g/mol
Frontier orbital gap ... 7.4 eV